1.
Here is 2 unconnected molecules or ions with the total composition C6H13N2 from the OMol25 dataset. Energies are from ωB97M-V/def2-TZVPD.

Values from the calculation:
E_tot: -345.719968 Eh
gap between HOMO and LUMO (spin up / spin down): 4.35 / 10.12 eV
energy above the lowest of the compared OMol25 structures with the same formula, charge and spin: 62.5 kcal per mole
<S²>: 0.75
max |F|: 0.82 eV/A

The geometry in ORCA input format:
```
! RIJCOSX wB97M-V def2-TZVPD def2/J DEFGRID3
* xyz 0 2
C -1.666 1.340 -1.911
C -2.730 2.128 -1.859
C -1.205 0.786 0.263
N -1.320 0.390 -0.936
H -1.036 1.337 -2.795
H -3.406 2.078 -1.015
H -2.989 2.790 -2.674
H -0.981 0.051 1.026
H -1.459 1.793 0.599
C 0.489 -2.477 1.706
C 1.184 -1.180 1.386
C 1.832 -0.992 0.253
N 2.294 0.339 -0.183
H 1.049 -3.333 1.347
H 0.325 -2.567 2.779
H -0.521 -2.423 1.287
H 1.093 -0.369 2.097
H 1.912 -1.766 -0.493
H 2.342 1.009 0.623
H 3.220 0.317 -0.673
H 1.572 0.749 -0.829
*
```

natural (NBO) population analysis, charges in e, atoms 1 to 8: number 1, C, carries -0.048; number 2, C, carries -0.440; number 3, C, carries -0.069; number 4, N, carries -0.425; number 5, H, carries 0.197; number 6, H, carries 0.194; number 7, H, carries 0.209; number 8, H, carries 0.165



2.
Here is a gas-phase ion, C6H13N2 (charge +1) in a non-equilibrium geometry from the OMol25 dataset. Energies are from ωB97M-V/def2-TZVPD.

Values from the calculation:
E_tot: -345.619021 Eh
SMILES: CC1=[N+](C)CN[C@@H]1C
gap between HOMO and LUMO: 9.43 eV
energy above the lowest of the compared OMol25 structures with the same formula, charge and spin: 48.3 kcal per mole
max |F|: 6.14 eV/A

The geometry in ORCA input format:
```
! RIJCOSX wB97M-V def2-TZVPD def2/J DEFGRID3
* xyz 1 1
C 0.497 -1.830 0.201
C -1.257 -0.292 0.417
C 0.117 0.418 0.352
C -2.462 0.259 -0.377
C 0.226 1.895 0.157
C 2.397 -0.383 -0.337
N 1.019 -0.472 0.092
N -0.891 -1.580 -0.079
H 0.802 -2.399 -0.668
H 0.688 -2.229 1.195
H -1.356 -0.143 1.587
H -2.828 1.103 0.022
H -3.132 -0.480 -0.443
H -2.095 0.406 -1.463
H 0.520 2.329 1.013
H -0.651 2.469 -0.081
H 0.933 2.165 -0.546
H 2.891 0.318 0.382
H 2.745 -1.325 -0.284
H 2.313 0.116 -1.257
H -1.421 -2.407 -0.131
*
```

natural (NBO) population analysis, charges in e, atoms 1 to 8: number 1, C, carries -0.056; number 2, C, carries -0.072; number 3, C, carries 0.494; number 4, C, carries -0.577; number 5, C, carries -0.699; number 6, C, carries -0.400; number 7, N, carries -0.251; number 8, N, carries -0.636